# 1
Below is a molecular structure, C6H9N at a distorted geometry, with properties calculated with the ωB97M-V functional and the def2-TZVPD basis.

Geometry (Å):
C (-0.744, -0.523, 0.084)
C (0.298, -0.095, -0.921)
C (0.404, 1.366, -0.353)
C (0.247, 0.564, 0.890)
C (1.437, -0.453, 0.739)
C (1.492, -0.725, -0.616)
H (-2.518, -1.341, 0.477)
H (-2.395, 0.781, 0.517)
H (-0.715, -1.525, 0.364)
H (-0.484, -0.183, -1.801)
H (1.376, 1.776, -0.831)
H (-0.477, 1.751, -0.772)
H (-0.027, 0.886, 1.842)
H (1.969, -0.652, 1.529)
H (2.214, -1.350, -0.983)
N (-2.078, -0.276, -0.165)

Results
LUMO = 0.602 eV
molar mass = 95.1 u
E_HOMO = -0.309 hartree
ΔE to the lowest compared entry with this formula, charge and spin = 178.9 kcal/mol
total charge = 0
calculated total energy = -7850.4020 eV

***

# 2
Below is a gas-phase ion, C10H19BrClNO3P (charge +1) at a distorted geometry, with properties calculated with the ωB97M-V functional and the def2-TZVPD basis.

Geometry (Å):
C (-3.005, -2.124, 2.705)
C (-3.418, -0.900, 1.669)
C (-2.216, 0.170, 1.379)
Cl (-2.996, 1.655, 0.570)
C (-0.897, -0.421, 0.620)
C (-1.112, -1.786, -0.251)
O (0.256, -2.385, -0.407)
C (1.102, -1.545, -1.264)
C (1.077, 0.057, -0.933)
C (2.367, 0.489, -0.009)
C (2.553, 2.236, -0.333)
C (3.786, 2.997, 0.608)
O (3.889, 2.659, -1.003)
P (1.166, 0.944, -2.667)
O (-0.144, 0.278, -3.663)
Br (3.143, 0.519, -3.698)
N (-0.187, 0.573, -0.287)
H (-3.760, -3.023, 2.490)
H (-1.932, -2.565, 2.435)
H (-3.072, -1.818, 3.845)
H (-3.833, -1.278, 0.636)
H (-4.317, -0.328, 2.207)
H (-1.845, 0.549, 2.449)
H (-0.108, -0.691, 1.475)
H (-1.757, -2.619, 0.254)
H (-1.492, -1.466, -1.329)
H (2.221, -1.929, -1.103)
H (0.860, -1.800, -2.403)
H (3.383, 0.002, -0.323)
H (2.156, 0.470, 1.144)
H (1.503, 2.888, -0.558)
H (2.941, 3.795, 0.893)
H (4.511, 3.836, 0.292)
H (0.100, 0.324, -4.634)
H (-0.862, 0.781, -1.077)
H (-0.060, 1.456, 0.275)

Results
LUMO = -3.603 eV
molar mass = 347.6 u
structure (SMILES) = CC[C@H](Cl)[C@H]1COC[C@@](C[C@H]2CO2)(P(O)Br)[NH2+]1
E_HOMO = -0.427 hartree
total charge = +1
calculated total energy = -110147.0518 eV

***

# 3
Below is 15 unconnected molecules or ions with the total composition C26H64INO17, with properties calculated with the ωB97M-V functional and the def2-TZVPD basis.

Geometry (Å):
N (-0.790, -2.658, 5.043)
C (-1.654, -2.713, 3.897)
C (-2.517, -3.800, 3.748)
C (-3.392, -3.912, 2.673)
C (-3.419, -2.920, 1.691)
C (-2.545, -1.851, 1.817)
C (-1.668, -1.722, 2.899)
C (-0.777, -0.535, 2.904)
O (-0.408, 0.023, 3.912)
C (-0.350, -0.080, 1.560)
C (-1.168, -0.229, 0.523)
C (-0.773, 0.147, -0.870)
C (0.129, -0.867, -1.550)
O (0.577, -0.710, -2.622)
I (0.608, -2.723, -0.511)
C (-2.511, -0.811, 0.759)
O (-3.482, -0.460, 0.132)
H (-0.906, -1.757, 5.489)
H (0.174, -2.659, 4.720)
H (-2.493, -4.582, 4.493)
H (-4.070, -4.738, 2.551)
H (-4.084, -2.960, 0.853)
H (0.644, 0.326, 1.480)
H (-0.272, 1.107, -0.917)
H (-1.676, 0.155, -1.479)
C (-3.718, -3.010, -2.688)
O (-4.382, -3.277, -1.455)
H (-3.277, -3.937, -3.038)
H (-4.427, -2.648, -3.438)
H (-2.928, -2.265, -2.546)
H (-4.770, -2.448, -1.156)
C (-4.394, -5.253, -6.071)
O (-4.524, -5.373, -4.657)
H (-3.450, -5.710, -6.357)
H (-5.208, -5.770, -6.584)
H (-4.385, -4.201, -6.371)
H (-5.358, -4.969, -4.403)
C (3.793, -4.448, -2.856)
O (4.220, -3.193, -2.333)
H (4.648, -5.117, -2.899)
H (3.028, -4.886, -2.209)
H (3.392, -4.318, -3.865)
H (3.447, -2.623, -2.308)
C (-0.063, 4.231, -2.829)
O (-0.241, 2.839, -2.528)
H (-0.837, 4.788, -2.315)
H (0.909, 4.574, -2.481)
H (-0.150, 4.408, -3.903)
H (0.449, 2.349, -2.984)
C (3.919, 0.350, 0.898)
O (2.766, 0.268, 1.738)
H (3.896, -0.498, 0.219)
H (3.903, 1.276, 0.317)
H (4.836, 0.310, 1.491)
H (2.795, 1.026, 2.331)
C (1.781, 7.711, -2.536)
O (0.514, 7.060, -2.432)
H (2.451, 7.056, -3.089)
H (1.683, 8.658, -3.076)
H (2.197, 7.894, -1.545)
H (-0.073, 7.646, -1.942)
C (-6.265, -7.507, 2.196)
O (-5.885, -6.230, 2.703)
H (-5.377, -8.133, 2.184)
H (-7.020, -7.973, 2.834)
H (-6.653, -7.424, 1.178)
H (-6.669, -5.675, 2.714)
C (-0.484, -6.603, -6.788)
O (-1.046, -5.847, -7.858)
H (-0.246, -7.590, -7.175)
H (0.433, -6.138, -6.418)
H (-1.193, -6.709, -5.963)
H (-1.254, -4.973, -7.518)
C (3.766, -1.000, 4.949)
O (2.495, -1.645, 4.967)
H (4.480, -1.673, 4.485)
H (3.710, -0.076, 4.367)
H (4.092, -0.772, 5.967)
H (1.868, -1.040, 5.374)
C (4.232, 7.529, 1.243)
O (3.568, 8.366, 0.292)
H (4.444, 6.582, 0.755)
H (5.174, 7.983, 1.564)
H (3.598, 7.346, 2.106)
H (3.378, 9.205, 0.720)
C (1.520, 5.009, 3.373)
O (2.755, 5.129, 2.662)
H (1.582, 5.628, 4.261)
H (0.685, 5.354, 2.757)
H (1.344, 3.975, 3.677)
H (2.691, 4.579, 1.876)
C (-2.075, 10.103, -0.962)
O (-1.659, 8.785, -0.611)
H (-1.867, 10.243, -2.019)
H (-3.147, 10.232, -0.792)
H (-1.526, 10.854, -0.389)
H (-1.842, 8.657, 0.323)
C (5.864, -7.744, -1.761)
O (5.625, -7.781, -3.165)
H (4.927, -7.510, -1.263)
H (6.226, -8.709, -1.397)
H (6.597, -6.969, -1.521)
H (6.462, -7.984, -3.592)
C (-0.320, 7.083, 6.124)
O (-0.424, 5.698, 5.806)
H (0.735, 7.345, 6.108)
H (-0.848, 7.696, 5.389)
H (-0.719, 7.289, 7.120)
H (-1.356, 5.465, 5.820)

Results
LUMO = -0.742 eV
molar mass = 789.7 u
E_HOMO = -0.338 hartree
total charge = 0
calculated total energy = -72391.2076 eV

***

# 4
Below is C12H18Cl4O7 in the gas phase at a distorted geometry, with properties calculated with the ωB97M-V functional and the def2-TZVPD basis.

Geometry (Å):
O (-0.074, -4.067, 0.130)
C (-0.403, -3.319, 1.258)
C (-1.407, -2.217, 0.940)
O (-2.054, -2.077, 2.159)
C (-0.663, -0.968, 0.410)
O (-1.536, 0.180, 0.365)
C (-1.200, 1.171, -0.689)
C (-2.292, 0.928, -1.705)
Cl (-3.969, 1.083, -0.974)
O (0.026, 1.017, -1.356)
C (0.668, 2.224, -1.705)
C (2.198, 2.232, -1.909)
Cl (2.830, 1.059, -3.146)
C (0.205, 3.132, -0.569)
O (0.021, 4.488, -1.077)
C (-1.105, 2.590, 0.005)
O (-1.225, 2.549, 1.412)
O (0.438, -0.587, 1.260)
C (1.522, -1.502, 1.434)
C (2.282, -1.518, 0.057)
Cl (3.825, -2.409, 0.358)
C (0.884, -2.832, 1.993)
Cl (0.573, -2.665, 3.751)
H (0.684, -4.722, 0.205)
H (-1.043, -3.996, 1.834)
H (-2.089, -2.681, 0.246)
H (-2.794, -1.395, 2.223)
H (-0.295, -1.334, -0.532)
H (-2.282, -0.084, -2.151)
H (-2.177, 1.595, -2.543)
H (0.322, 2.658, -2.686)
H (2.746, 1.974, -0.936)
H (2.476, 3.290, -2.153)
H (0.954, 3.184, 0.224)
H (-0.155, 5.086, -0.321)
H (-1.903, 3.254, -0.494)
H (-1.919, 1.981, 1.665)
H (2.178, -1.089, 2.166)
H (2.461, -0.523, -0.428)
H (1.701, -2.026, -0.670)
H (1.591, -3.663, 1.951)

Results
LUMO = 0.503 eV
molar mass = 416.1 u
structure (SMILES) = O[C@@H]1[C@@H](O)[C@@H](O[C@]2(CCl)O[C@H](CCl)[C@@H](O)[C@@H]2O)O[C@H](CCl)[C@H]1Cl
E_HOMO = -0.366 hartree
ΔE to the lowest compared entry with this formula, charge and spin = 0.0 kcal/mol
total charge = 0
calculated total energy = -77156.0785 eV

***

# 5
Below is a molecular structure, C52H75Cl5N6O7S2Si4Y at a distorted geometry, with properties calculated with the ωB97M-V functional and the def2-TZVPD basis.

Geometry (Å):
Y (0.239, 0.527, -0.211)
C (4.610, 0.418, 0.596)
C (4.182, -0.268, 1.853)
C (4.967, -0.152, 2.994)
C (4.660, -0.851, 4.149)
C (3.589, -1.725, 4.130)
C (2.795, -1.881, 2.995)
C (1.802, -3.012, 2.998)
C (3.032, -1.079, 1.865)
N (2.160, -1.139, 0.726)
C (2.575, -1.981, -0.232)
O (3.640, -2.607, -0.277)
C (1.561, -2.276, -1.329)
C (1.888, -3.231, -2.274)
C (0.950, -3.566, -3.239)
C (-0.302, -2.986, -3.188)
C (-0.584, -2.071, -2.181)
N (0.358, -1.678, -1.311)
C (-2.040, -1.671, -2.014)
O (-2.631, -1.239, -3.027)
N (-2.517, -1.983, -0.827)
C (-3.894, -2.181, -0.679)
C (-4.549, -1.754, 0.493)
C (-3.777, -1.140, 1.626)
C (-5.916, -1.952, 0.649)
C (-6.664, -2.612, -0.310)
C (-6.008, -3.128, -1.415)
C (-4.645, -2.943, -1.612)
C (-3.999, -3.617, -2.789)
H (5.349, 1.193, 0.807)
H (3.762, 0.864, 0.075)
H (5.047, -0.322, -0.072)
H (5.838, 0.494, 2.965)
H (5.279, -0.756, 5.033)
H (3.377, -2.340, 4.998)
H (2.279, -3.902, 3.413)
H (1.469, -3.241, 1.991)
H (0.926, -2.791, 3.608)
H (2.870, -3.676, -2.224)
H (1.189, -4.290, -4.009)
H (-1.083, -3.242, -3.891)
H (-4.360, -0.363, 2.125)
H (-2.844, -0.726, 1.262)
H (-3.533, -1.904, 2.370)
H (-6.395, -1.589, 1.552)
H (-7.730, -2.752, -0.181)
H (-6.564, -3.703, -2.148)
H (-4.649, -4.404, -3.174)
H (-3.044, -4.063, -2.498)
H (-3.797, -2.903, -3.589)
Cl (-0.893, -1.599, 1.827)
C (-1.032, -0.109, 2.694)
C (-0.822, 1.035, 1.935)
C (-1.067, 2.228, 2.599)
Cl (-0.922, 3.711, 1.698)
C (-1.436, 2.306, 3.941)
Cl (-1.676, 3.831, 4.712)
C (-1.577, 1.127, 4.671)
Cl (-1.990, 1.184, 6.341)
C (-1.395, -0.099, 4.035)
Cl (-1.631, -1.573, 4.898)
C (1.717, 5.598, 1.880)
C (2.295, 4.828, 3.056)
C (3.402, 3.863, 2.638)
S (2.970, 2.169, 2.136)
O (1.885, 2.198, 1.079)
C (2.160, 1.610, 3.648)
C (3.003, 1.691, 4.910)
C (2.319, 0.924, 6.040)
H (0.889, 6.232, 2.198)
H (1.347, 4.909, 1.125)
H (2.479, 6.235, 1.426)
H (1.495, 4.292, 3.571)
H (2.718, 5.530, 3.778)
H (4.112, 3.679, 3.446)
H (3.970, 4.254, 1.789)
H (1.913, 0.568, 3.420)
H (1.234, 2.171, 3.737)
H (3.136, 2.734, 5.206)
H (3.992, 1.262, 4.721)
H (1.339, 1.351, 6.262)
H (2.919, 0.956, 6.951)
H (2.180, -0.122, 5.760)
C (2.236, -0.671, -5.067)
Si (0.990, 0.742, -4.884)
C (-0.674, 0.030, -5.406)
C (1.390, 1.942, -6.296)
Si (1.307, 1.745, -2.721)
Si (3.683, 1.903, -2.798)
C (4.359, 2.719, -4.373)
C (4.532, 0.209, -2.767)
C (4.413, 2.946, -1.385)
Si (0.708, 4.040, -3.005)
C (-0.848, 4.570, -2.043)
C (0.351, 4.732, -4.732)
C (2.085, 5.168, -2.366)
H (1.988, -1.285, -5.938)
H (2.247, -1.322, -4.191)
H (3.248, -0.290, -5.205)
H (-0.506, -0.705, -6.198)
H (-1.322, 0.813, -5.810)
H (-1.223, -0.467, -4.604)
H (1.552, 1.383, -7.223)
H (2.279, 2.541, -6.106)
H (0.559, 2.625, -6.464)
H (4.205, 2.080, -5.243)
H (5.436, 2.892, -4.274)
H (3.881, 3.681, -4.576)
H (4.738, -0.129, -3.783)
H (3.930, -0.562, -2.283)
H (5.486, 0.262, -2.238)
H (4.615, 3.965, -1.720)
H (5.351, 2.511, -1.031)
H (3.729, 3.001, -0.536)
H (-1.717, 4.519, -2.705)
H (-0.752, 5.597, -1.679)
H (-1.048, 3.930, -1.181)
H (-0.562, 4.309, -5.161)
H (1.167, 4.543, -5.428)
H (0.218, 5.817, -4.661)
H (2.455, 4.835, -1.401)
H (1.720, 6.193, -2.257)
H (2.934, 5.183, -3.054)
C (-3.608, 8.013, -5.579)
C (-3.443, 7.160, -4.330)
S (-4.307, 5.604, -4.552)
O (-5.600, 5.860, -5.136)
O (-3.409, 4.693, -5.224)
C (-4.531, 5.010, -2.877)
C (-4.802, 3.501, -2.892)
N (-4.052, 2.827, -1.845)
C (-2.930, 2.101, -2.032)
N (-2.401, 1.718, -0.868)
C (-3.201, 2.223, 0.100)
C (-4.225, 2.914, -0.472)
N (-5.273, 3.593, 0.188)
O (-5.263, 3.583, 1.405)
O (-6.125, 4.157, -0.492)
C (-2.368, 1.780, -3.361)
H (-3.142, 8.987, -5.434)
H (-4.664, 8.155, -5.802)
H (-3.144, 7.527, -6.437)
H (-3.867, 7.635, -3.445)
H (-2.404, 6.883, -4.148)
H (-5.339, 5.575, -2.420)
H (-3.588, 5.223, -2.370)
H (-4.469, 3.082, -3.837)
H (-5.862, 3.300, -2.780)
H (-3.036, 2.065, 1.148)
H (-2.778, 0.828, -3.703)
H (-1.294, 1.632, -3.256)
H (-2.551, 2.561, -4.097)

Results
LUMO = 1.409 eV
molar mass = 1338.9 u
E_HOMO = -0.182 hartree
ΔE to the lowest compared entry with this formula, charge and spin = 32.4 kcal/mol
total charge = -1
calculated total energy = -195255.6859 eV

***

# 6
Below is C3H5N3O in the gas phase at a distorted geometry, with properties calculated with the ωB97M-V functional and the def2-TZVPD basis.

Geometry (Å):
N (1.817, 0.841, -1.381)
C (0.841, 0.238, -0.596)
N (-0.241, 0.842, -0.143)
C (-0.958, -0.078, 0.591)
O (-2.126, 0.320, 1.198)
C (-0.357, -1.300, 0.550)
N (0.789, -1.056, -0.216)
H (1.594, 1.818, -1.581)
H (2.779, 0.745, -0.995)
H (-2.130, 1.290, 1.191)
H (-0.521, -2.232, 1.120)
H (1.577, -1.733, -0.404)

Results
LUMO = 0.797 eV
molar mass = 99.1 u
structure (SMILES) = Nc1nc(O)c[nH]1
E_HOMO = -0.288 hartree
ΔE to the lowest compared entry with this formula, charge and spin = 17.1 kcal/mol
total charge = 0
calculated total energy = -9709.8418 eV

***

# 7
Below is HIP2S in the gas phase at a distorted geometry, with properties calculated with the ωB97M-V functional and the def2-TZVPD basis.

Geometry (Å):
S (0.975, 1.793, -1.772)
P (-0.030, 1.246, -0.198)
P (0.169, -0.891, -0.271)
I (0.031, -1.126, 2.507)
H (-1.145, -1.023, -0.267)

Results
LUMO = -2.252 eV
molar mass = 221.9 u
structure (SMILES) = S=P#[PH]I
E_HOMO = -0.335 hartree
ΔE to the lowest compared entry with this formula, charge and spin = 28.1 kcal/mol
total charge = 0
calculated total energy = -37528.9907 eV

***

# 8
Below is a molecular structure, CH5O3 at a distorted geometry, with properties calculated with the ωB97M-V functional and the def2-TZVPD basis.

Geometry (Å):
O (1.813, 0.338, 0.320)
H (2.161, 0.093, -0.558)
H (2.480, -0.096, 0.828)
H (0.852, -0.036, 0.625)
O (-0.268, -0.628, 0.684)
C (-1.341, -0.210, 0.063)
O (-1.266, 0.136, -1.182)
H (-2.353, -0.186, 0.686)
H (-2.076, 0.589, -1.466)

Results
LUMO = -4.279 eV
molar mass = 65.0 u
E_HOMO = -0.616 hartree
ΔE to the lowest compared entry with this formula, charge and spin = 18.4 kcal/mol
total charge = +1
calculated total energy = -7252.4412 eV

***

# 9
Below is 2 unconnected molecules or ions with the total composition C2H9OS at a distorted geometry, with properties calculated with the ωB97M-V functional and the def2-TZVPD basis.

Geometry (Å):
O (-1.339, 1.391, 1.682)
H (-1.139, 2.136, 2.202)
H (-2.068, 0.847, 2.110)
H (-1.118, -0.015, 0.230)
C (0.693, 1.028, -0.729)
S (-0.214, -0.558, -0.598)
C (1.208, -1.630, -0.262)
H (-0.076, 1.928, -0.459)
H (1.510, 0.981, 0.049)
H (1.090, 1.125, -1.754)
H (1.669, -2.054, -1.233)
H (0.914, -2.364, 0.461)
H (1.934, -1.177, 0.453)

Results
LUMO (spin up / spin down) = 0.599 / 0.474 eV
molar mass = 81.2 u
E_HOMO (spin up / spin down) = -0.159 / -0.356 hartree
⟨S²⟩ = 0.752
ΔE to the lowest compared entry with this formula, charge and spin = 42.9 kcal/mol
multiplicity = 2
total charge = 0
calculated total energy = -15098.2799 eV

***

# 10
Below is 2 unconnected molecules or ions with the total composition C6H10O at a distorted geometry, with properties calculated with the ωB97M-V functional and the def2-TZVPD basis.

Geometry (Å):
O (0.565, 1.929, -1.123)
C (0.401, 1.213, -2.094)
C (-0.208, -0.140, -2.011)
C (-0.995, 0.085, -0.096)
C (-0.317, -0.906, 0.817)
C (1.144, -0.713, 1.170)
C (0.123, -0.593, 2.251)
H (0.666, 1.636, -3.090)
H (-0.487, -0.508, -3.059)
H (0.385, -0.919, -1.556)
H (-2.027, -0.101, -0.344)
H (-0.852, 1.105, 0.309)
H (-0.632, -1.934, 0.660)
H (1.780, -1.592, 1.155)
H (1.611, 0.200, 0.806)
H (0.057, -1.399, 2.983)
H (-0.070, 0.388, 2.678)

Results
LUMO = 0.609 eV
molar mass = 98.1 u
E_HOMO = -0.337 hartree
ΔE to the lowest compared entry with this formula, charge and spin = 77.4 kcal/mol
total charge = 0
calculated total energy = -8427.8853 eV

***

> Which of these has the lowest calculated total energy?

C52H75Cl5N6O7S2Si4Y

***

> Which value of molar mass does entry 4 give?

416.1 u

***

> Look up the molar mass of the third one.

789.7 u